No. 1
{
  "formula": "CH5O4P",
  "method": "wB97M-V/def2-TZVPD",
  "symbols": ["P", "O", "O", "O", "O", "C", "H", "H", "H", "H", "H"],
  "xyz": [[-2.122, 0.150, 0.625], [-1.690, 1.323, -0.058], [-2.889, -0.640, -0.608], [2.447, -0.272, 0.550], [-0.191, -1.148, 0.566], [2.489, 0.866, 0.150], [3.319, 1.349, -0.388], [0.790, -1.192, 0.419], [-0.617, -1.840, -0.007], [-3.144, -0.008, -1.241], [1.608, 1.413, -0.009]],
  "homo_lumo_gap_ev": 10.040,
  "charge": 0,
  "molar_mass_da": 112.02,
  "relative_energy_ev": 3.131
}

***

No. 2
{
  "formula": "C7H10S",
  "method": "wB97M-V/def2-TZVPD",
  "symbols": ["S", "C", "C", "C", "C", "C", "C", "C", "H", "H", "H", "H", "H", "H", "H", "H", "H", "H"],
  "xyz": [[0.301, -2.591, 0.028], [-1.374, -0.326, -2.080], [-1.213, 0.295, -0.945], [0.236, -2.524, -1.778], [-0.070, 0.299, 0.080], [0.934, -0.767, 0.257], [0.550, 1.613, -0.293], [0.930, 2.550, 0.579], [1.197, 3.496, 0.177], [-0.233, -3.366, -2.354], [-0.534, -1.782, -2.108], [1.133, -2.095, -2.060], [1.743, -0.639, -0.411], [0.620, 1.813, -1.346], [-0.679, 0.389, 1.013], [0.718, 2.621, 1.667], [1.507, -0.907, 1.248], [-2.141, 0.799, -0.663]],
  "homo_lumo_gap_ev": 8.470,
  "charge": 0,
  "molar_mass_da": 126.22,
  "relative_energy_ev": 5.933
}

***

No. 3
{
  "formula": "C34H59AsMgN2O8P3S2Si2Te",
  "method": "wB97M-V/def2-TZVPD",
  "symbols": ["Te", "As", "S", "S", "P", "P", "P", "Si", "Si", "Mg", "O", "O", "O", "O", "O", "O", "O", "O", "N", "N", "C", "C", "C", "C", "C", "C", "C", "C", "C", "C", "C", "C", "C", "C", "C", "C", "C", "C", "C", "C", "C", "C", "C", "C", "C", "C", "C", "C", "C", "C", "C", "C", "C", "C", "H", "H", "H", "H", "H", "H", "H", "H", "H", "H", "H", "H", "H", "H", "H", "H", "H", "H", "H", "H", "H", "H", "H", "H", "H", "H", "H", "H", "H", "H", "H", "H", "H", "H", "H", "H", "H", "H", "H", "H", "H", "H", "H", "H", "H", "H", "H", "H", "H", "H", "H", "H", "H", "H", "H", "H", "H", "H", "H"],
  "xyz": [[0.184, 3.615, 0.074], [-0.930, -0.751, -2.503], [-2.023, -5.060, 1.710], [0.446, -2.871, 0.501], [-0.142, -4.409, 1.646], [-3.185, -1.608, 2.002], [-2.954, 1.406, 1.956], [-1.937, 4.806, -2.190], [2.958, 5.422, 0.518], [-0.797, -0.410, 0.834], [-2.411, -1.575, 0.693], [-2.035, 1.182, 0.773], [-2.431, 1.643, 3.313], [-4.401, -2.644, 1.821], [-4.023, 2.568, 1.537], [0.783, 0.381, 0.044], [-2.490, -1.686, 3.296], [2.674, 1.543, 0.108], [-4.570, -0.026, 0.393], [-0.006, -0.246, 2.844], [3.639, 4.760, -1.086], [1.588, -8.105, 1.665], [-3.625, 5.560, -2.533], [-5.329, 0.108, 2.789], [-1.844, 3.157, -3.062], [0.875, -6.970, 2.011], [2.324, -3.491, 4.772], [1.649, -3.041, -3.955], [2.332, -7.023, -0.346], [1.979, -0.879, -4.919], [-1.549, -2.592, -2.769], [1.845, -3.918, 3.546], [0.892, -5.847, 1.185], [-1.194, -0.183, -4.363], [1.295, 0.433, 2.989], [1.622, -5.881, 0.006], [0.068, -3.255, 5.570], [2.267, 0.006, 1.884], [2.317, -8.134, 0.481], [-4.148, -0.018, 1.852], [1.039, -1.031, -2.588], [-1.719, 4.548, -0.361], [-0.415, -3.695, 4.342], [1.558, -1.654, -3.839], [2.461, -1.466, -6.079], [1.433, -3.153, 5.786], [2.532, -2.849, -6.185], [-0.631, 5.944, -2.896], [2.126, -3.634, -5.115], [1.094, 5.530, 0.414], [0.470, -4.022, 3.325], [1.913, 0.692, 0.569], [3.454, 4.354, 1.966], [3.641, 7.153, 0.797], [2.898, -7.040, -1.268], [2.199, -1.079, 1.768], [-1.476, -3.762, 4.158], [-4.015, -3.542, 1.882], [-3.707, -0.267, -0.133], [3.391, -3.408, 4.936], [-3.750, 3.414, 1.909], [3.350, 3.714, -1.209], [-1.487, -3.137, -1.827], [0.364, 5.530, -2.717], [-0.639, 0.733, -4.561], [2.535, -4.156, 2.744], [0.038, -1.191, 3.219], [3.247, 5.330, -1.932], [1.637, -5.001, -0.624], [-0.714, 0.236, 3.397], [3.287, 0.286, 2.145], [2.790, -0.842, -6.900], [-3.732, 6.539, -2.060], [-5.927, 0.994, 2.565], [-5.956, -0.785, 2.758], [-0.851, -0.964, -5.041], [-0.670, 6.939, -2.448], [-2.590, -2.558, -3.097], [1.474, -0.050, -2.397], [-2.492, 3.859, -0.014], [1.730, 0.219, 3.970], [0.682, 5.931, 1.343], [1.351, -3.656, -3.113], [2.189, -4.713, -5.179], [-2.253, 0.013, -4.537], [3.311, 7.563, 1.754], [-2.115, 3.245, -4.117], [-0.762, 6.057, -3.975], [4.729, 4.821, -1.110], [-4.936, 0.212, 3.799], [-5.251, -0.769, 0.227], [-2.505, 2.420, -2.598], [2.912, -3.309, -7.088], [2.785, 4.525, 2.813], [-3.785, 5.689, -3.606], [2.873, -9.023, 0.209], [-1.780, 5.465, 0.226], [1.116, 1.510, 2.927], [-4.926, 0.885, 0.101], [1.269, -1.658, -1.728], [-0.628, -2.984, 6.353], [-0.831, 2.756, -2.996], [1.936, 0.202, -4.840], [0.293, -6.950, 2.925], [4.475, 4.571, 2.288], [1.569, -8.972, 2.313], [4.734, 7.130, 0.804], [-0.957, -3.097, -3.533], [1.807, -2.809, 6.743], [-4.424, 4.919, -2.151], [3.327, 7.843, 0.011], [3.392, 3.299, 1.692], [0.799, 6.188, -0.405]],
  "homo_lumo_gap_ev": 6.735,
  "charge": -1,
  "molar_mass_da": 1063.91,
  "relative_energy_ev": 1.204
}

***

No. 4
{
  "formula": "C39H50BClN4O7V",
  "method": "wB97M-V/def2-TZVPD",
  "symbols": ["V", "Cl", "O", "O", "O", "O", "O", "O", "O", "N", "N", "N", "N", "C", "C", "C", "C", "C", "C", "C", "C", "C", "C", "C", "C", "C", "C", "C", "C", "C", "C", "C", "C", "C", "C", "C", "C", "C", "C", "C", "C", "C", "C", "C", "C", "C", "C", "C", "C", "C", "C", "C", "B", "H", "H", "H", "H", "H", "H", "H", "H", "H", "H", "H", "H", "H", "H", "H", "H", "H", "H", "H", "H", "H", "H", "H", "H", "H", "H", "H", "H", "H", "H", "H", "H", "H", "H", "H", "H", "H", "H", "H", "H", "H", "H", "H", "H", "H", "H", "H", "H", "H", "H"],
  "xyz": [[-0.692, 1.352, 0.432], [5.358, 0.868, -2.523], [1.788, 3.828, -3.181], [-0.769, 1.371, -2.788], [-3.587, -3.730, -1.547], [3.963, 3.620, -3.537], [2.338, 1.295, 1.256], [1.191, 2.791, 2.544], [-0.046, 2.428, -0.960], [1.715, -0.032, -1.665], [-2.181, -3.187, -3.240], [3.039, -0.254, -1.781], [-0.855, -0.734, 0.282], [3.597, -1.465, -1.274], [-1.563, 1.519, 4.065], [-0.281, -1.528, 1.193], [3.326, -1.802, 0.043], [-2.537, -3.243, -1.946], [4.366, -2.282, -2.087], [-4.825, -0.235, -0.428], [-1.628, -2.652, -0.899], [0.127, 1.711, -2.058], [2.712, 1.769, -2.603], [4.579, 2.178, 1.289], [3.634, 0.931, 3.236], [-3.313, 1.497, 0.642], [-2.618, -1.116, 4.007], [-0.348, -2.904, 1.111], [-3.878, 0.213, 0.657], [3.338, 1.920, 2.120], [-3.574, 2.435, -0.519], [2.774, 3.147, -3.139], [-2.551, 1.947, 1.752], [-0.974, -1.588, -4.713], [2.598, 3.203, 2.609], [1.519, 1.170, -2.163], [3.842, -2.982, 0.555], [-1.510, -1.285, -0.748], [-4.108, -2.084, 1.630], [3.664, 0.811, -2.320], [-4.270, -2.768, -4.521], [-2.129, 3.406, 1.825], [2.915, 3.624, 4.028], [-1.054, -3.474, 0.064], [-3.134, -3.731, -4.212], [-0.877, -2.753, -3.740], [2.743, 4.378, 1.654], [4.624, -3.806, -0.243], [-3.596, -0.666, 1.711], [-2.301, 1.066, 2.830], [-2.833, -0.233, 2.803], [4.886, -3.454, -1.560], [1.119, 1.795, 1.614], [-1.937, -0.600, -1.475], [-1.497, -0.743, -4.268], [-5.677, -0.752, 0.013], [2.729, -1.124, 0.644], [-2.570, -3.972, -5.113], [-3.429, -2.782, 2.112], [2.658, 2.847, 4.745], [-2.741, 3.107, -0.713], [4.399, 1.317, 3.910], [-0.407, -3.609, -4.232], [5.030, 1.227, 1.002], [3.978, 3.855, 4.126], [2.065, 5.171, 1.967], [-1.035, 0.692, 4.535], [-1.165, -4.548, -0.015], [-0.830, 2.291, 3.861], [-1.490, -1.879, -5.629], [2.486, 4.091, 0.632], [-5.216, 0.594, -1.008], [-4.451, 3.059, -0.323], [-3.536, -4.659, -3.805], [0.025, -1.248, -4.983], [5.030, -4.723, 0.161], [-3.225, -2.012, 3.982], [-5.083, -2.182, 2.115], [2.350, 4.522, 4.275], [-1.313, 3.573, 2.518], [-4.811, -2.522, -3.608], [0.253, -1.033, 1.996], [2.736, 0.712, 3.817], [3.760, 4.772, 1.663], [-2.271, 1.910, 4.801], [-3.748, 1.892, -1.444], [-4.357, -0.945, -1.118], [5.492, -4.098, -2.184], [-4.221, -2.414, 0.599], [-3.901, -1.847, -4.974], [-1.822, 3.812, 0.859], [-4.973, -3.232, -5.213], [4.002, 0.001, 2.799], [-0.241, -2.489, -2.896], [4.549, -2.009, -3.118], [3.644, -3.254, 1.584], [5.316, 2.742, 1.864], [0.133, -3.513, 1.863], [-2.977, 4.013, 2.152], [-2.873, -0.578, 4.921], [-1.572, -1.420, 4.099], [4.339, 2.734, 0.384], [4.668, 2.966, -3.435]],
  "homo_lumo_gap_ev": [8.330, 8.686],
  "spin_multiplicity": 3,
  "charge": 1,
  "s2": 2.05,
  "molar_mass_da": 784.06,
  "relative_energy_ev": 0.257
}

***

No. 5
{
  "formula": "C3H12NO2",
  "method": "wB97M-V/def2-TZVPD",
  "symbols": ["O", "O", "N", "C", "C", "C", "H", "H", "H", "H", "H", "H", "H", "H", "H", "H", "H", "H"],
  "xyz": [[-0.603, 0.947, -1.687], [-1.888, -2.292, 0.176], [1.462, 1.625, 0.390], [0.672, -0.451, 1.509], [0.367, 0.564, 0.435], [0.166, -0.005, -0.962], [-1.797, -3.216, -0.088], [0.699, 0.021, 2.504], [1.631, -0.944, 1.365], [-0.279, -0.997, -0.960], [-0.088, -1.239, 1.515], [2.002, 1.631, 1.283], [-0.513, 1.155, 0.682], [-2.233, -2.356, 1.075], [2.163, 1.451, -0.355], [1.051, 2.580, 0.297], [1.148, -0.116, -1.430], [-0.805, 0.592, -2.562]],
  "homo_lumo_gap_ev": [3.633, 11.062],
  "spin_multiplicity": 2,
  "charge": 0,
  "s2": 0.75,
  "molar_mass_da": 94.13,
  "relative_energy_ev": 1.743
}

***

No. 6
{
  "formula": "C30H48IrP2",
  "method": "wB97M-V/def2-TZVPD",
  "symbols": ["Ir", "P", "P", "C", "C", "C", "C", "C", "C", "C", "C", "C", "C", "C", "C", "C", "C", "C", "C", "C", "C", "C", "C", "C", "C", "C", "C", "C", "C", "C", "C", "C", "C", "H", "H", "H", "H", "H", "H", "H", "H", "H", "H", "H", "H", "H", "H", "H", "H", "H", "H", "H", "H", "H", "H", "H", "H", "H", "H", "H", "H", "H", "H", "H", "H", "H", "H", "H", "H", "H", "H", "H", "H", "H", "H", "H", "H", "H", "H", "H", "H"],
  "xyz": [[1.770, -0.300, -0.055], [-4.317, 2.465, -0.463], [-4.981, 2.209, 2.539], [0.299, -0.422, -1.717], [3.711, -2.340, 1.807], [3.908, -0.963, -0.414], [1.120, -2.545, -0.037], [1.983, -4.941, -0.060], [2.421, -6.165, -2.104], [0.405, 1.135, 0.841], [-5.057, 1.525, -1.881], [2.389, -6.110, -0.713], [-1.141, -0.524, -1.239], [3.385, 1.142, 0.408], [-5.666, 3.845, 3.089], [1.022, 0.774, -1.833], [4.243, 1.020, -2.057], [3.357, 2.634, 0.545], [3.037, 0.556, 2.946], [-0.236, 2.135, -0.117], [1.614, -3.789, -0.790], [-4.764, 4.188, -0.977], [3.835, 0.411, -0.753], [2.043, -5.051, -2.850], [1.640, -3.878, -2.208], [-5.656, 2.183, 0.802], [3.585, -1.085, 1.006], [-6.211, 1.081, 3.344], [0.467, 2.140, -1.484], [-1.270, -0.737, 0.290], [3.277, 0.204, 1.511], [-0.096, -0.171, 1.058], [4.350, -2.093, -1.288], [5.313, 1.264, -2.030], [3.353, -3.202, 1.241], [1.015, -2.800, 1.039], [0.650, -1.262, -2.307], [1.356, -3.070, -2.847], [-4.467, 1.710, -2.785], [1.821, 0.782, -2.569], [3.699, 1.946, -2.261], [2.569, 2.964, 1.227], [4.081, 0.333, -2.891], [-4.576, 4.871, -0.143], [-1.315, -1.808, 0.494], [0.141, -2.626, -0.485], [4.766, -2.498, 2.070], [2.672, -6.981, -0.136], [3.134, -2.282, 2.733], [-6.076, 0.068, 2.955], [-1.689, 0.373, -1.549], [2.412, 1.447, 3.048], [-7.244, 1.399, 3.155], [4.314, 2.993, 0.947], [1.950, -4.945, 1.021], [2.056, -5.097, -3.932], [4.334, -1.809, -2.343], [3.199, 3.124, -0.418], [-6.128, 1.212, 0.596], [-6.741, 3.930, 2.886], [-6.425, 2.963, 0.717], [0.933, 1.591, 1.673], [-0.192, 3.136, 0.325], [-2.210, -0.293, 0.654], [-1.299, 1.899, -0.233], [-0.214, 2.483, -2.279], [3.990, 0.768, 3.450], [2.728, -7.072, -2.608], [-5.818, 4.268, -1.271], [3.686, -2.953, -1.153], [-5.020, 0.452, -1.669], [1.296, 2.856, -1.463], [0.075, -0.623, 2.033], [2.551, -0.264, 3.481], [-6.036, 1.063, 4.425], [-5.496, 3.965, 4.164], [-6.098, 1.816, -2.070], [5.374, -2.401, -1.034], [-5.140, 4.654, 2.572], [-4.135, 4.492, -1.820], [-1.613, -1.367, -1.752]],
  "homo_lumo_gap_ev": [5.476, 2.712],
  "spin_multiplicity": 6,
  "charge": 2,
  "s2": 8.78,
  "molar_mass_da": 662.88
}